A 6-piece molecular cluster, C34H30F5N overall at a distorted geometry. Source: the OMol25 dataset; level of theory: wB97M-V/def2-TZVPD.

XYZ file:
```
70
Properties=species:S:1:pos:R:3:nbo_charge:R:1
N -1.234 -4.161 0.962 -0.508
C -0.244 -5.057 0.617 -0.088
C 0.373 -5.456 1.706 -0.294
C -0.271 -4.775 2.814 -0.324
C -1.245 -3.965 2.269 -0.064
H -1.820 -3.650 0.294 0.414
H -0.168 -5.247 -0.423 0.212
H 1.263 -6.025 1.802 0.223
H -0.044 -4.816 3.838 0.217
H -1.965 -3.208 2.629 0.216
F -2.549 5.868 1.326 -0.342
C -1.273 5.386 1.233 0.402
C -0.423 5.741 2.254 -0.296
C 0.854 5.140 2.184 -0.181
C 1.184 4.184 1.229 -0.262
C 0.251 3.930 0.221 -0.185
C -0.987 4.578 0.160 -0.293
H -0.692 6.399 3.022 0.234
H 1.550 5.477 2.978 0.216
H 2.175 3.719 1.144 0.241
H 0.362 3.129 -0.480 0.221
H -1.714 4.440 -0.662 0.242
F -2.041 -4.268 -4.549 -0.323
C -0.858 -3.933 -4.018 0.402
C -0.694 -2.603 -3.626 -0.296
C 0.504 -2.268 -3.008 -0.175
C 1.544 -3.156 -2.853 -0.244
C 1.391 -4.438 -3.404 -0.179
C 0.158 -4.854 -3.951 -0.303
H -1.452 -1.863 -3.766 0.224
H 0.628 -1.193 -2.724 0.214
H 2.453 -2.824 -2.420 0.221
H 2.218 -5.164 -3.337 0.220
H -0.072 -5.870 -4.306 0.237
F -3.269 -1.128 4.260 -0.310
C -2.216 -0.360 4.152 0.389
C -1.031 -0.788 4.739 -0.283
C 0.144 -0.035 4.650 -0.196
C 0.122 1.134 4.027 -0.241
C -1.041 1.615 3.484 -0.189
C -2.278 0.947 3.713 -0.284
H -1.050 -1.743 5.158 0.220
H 1.112 -0.505 4.903 0.225
H 1.025 1.678 3.842 0.218
H -1.126 2.581 2.997 0.225
H -3.153 1.397 3.265 0.227
F 3.058 1.966 -0.005 -0.335
C 2.710 0.685 0.290 0.371
C 3.441 -0.423 -0.245 -0.270
C 2.946 -1.720 -0.060 -0.219
C 1.781 -1.845 0.772 -0.232
C 1.140 -0.793 1.388 -0.141
C 1.650 0.474 1.082 -0.312
H 4.391 -0.085 -0.817 0.232
H 3.449 -2.538 -0.509 0.220
H 1.480 -2.842 1.055 0.224
H 0.182 -0.999 1.939 0.230
H 1.089 1.314 1.478 0.230
F -1.008 5.390 -3.553 -0.304
C -0.947 4.106 -3.710 0.407
C 0.191 3.378 -3.341 -0.302
C 0.152 1.982 -3.384 -0.196
C -0.992 1.310 -3.749 -0.232
C -2.082 2.032 -4.204 -0.182
C -2.103 3.439 -4.214 -0.289
H 1.152 3.943 -2.994 0.241
H 0.974 1.417 -2.971 0.218
H -1.067 0.284 -3.718 0.202
H -2.972 1.565 -4.540 0.211
H -3.018 3.969 -4.335 0.227
```

Computed properties:
Electronic energy   -50819.74937 eV
Net charge   0
E_HOMO   -8.50 eV
SMILES string   c1cc[nH]c1.Fc1ccccc1.Fc1ccccc1.Fc1ccccc1.Fc1ccccc1.Fc1ccccc1